No. 1
Formula: H12HfO7
Source: OMol25
Level of theory: ωB97M-V with the def2-TZVPD basis set

```
20
H12HfO7 (ωB97M-V with the def2-TZVPD basis set)
H 0.6164 1.9714 3.0778
O 0.0584 -1.7416 -2.3702
H -0.4986 -2.4836 -2.6912
H -2.7466 -0.4366 -0.6462
O 0.9044 0.2484 -0.5352
H 0.7494 2.1184 -0.5942
O 0.6584 2.9754 -0.1882
H -0.5936 -0.1016 2.0308
O -0.6826 -1.0166 1.6698
O 0.1994 1.4104 2.4248
H -0.0696 -0.9936 -2.9912
O -1.7816 -0.1996 -0.7252
H 1.8154 0.6064 -0.4522
H 2.2404 -2.8046 0.3778
H 0.3854 1.8124 1.5268
H 0.3164 3.5464 -0.8562
H -0.8586 -1.5776 2.4788
H -1.8776 0.6534 -1.3092
Hf -0.1696 -1.4096 -0.3262
O 1.3344 -2.5786 0.0988
```

Largest force on an atom (hartree/bohr): 0.146
Net charge: +2
Relative energy (zero: lowest compared OMol25 entry of this formula, charge and spin) (kcal/mol): 60.9
Kohn-Sham gap (eV): 9.04
Highest occupied orbital energy (eV): -18.0

No. 2
Formula: C8H12S2
Source: OMol25
Level of theory: ωB97M-V with the def2-TZVPD basis set

```
22
C8H12S2 (ωB97M-V with the def2-TZVPD basis set)
H 0.8866 1.0079 -2.7640
C -0.8718 1.0609 -0.8399
C -0.1972 -0.2039 1.5724
H 2.1298 1.1000 -1.5153
H -1.9375 0.6657 2.3906
C 0.2529 0.3568 -0.8265
C 0.6409 -0.4852 0.3679
C -1.3413 0.4615 1.5142
H 2.3002 -1.0324 1.6093
H -0.7613 -2.2014 -0.5802
H -1.1200 1.7029 -1.6709
H 0.1893 -0.5640 2.5137
H 2.7803 -0.6136 -0.0294
H -3.5482 -0.9426 0.5587
C 2.1081 -0.3510 0.7819
S 0.4749 -2.2989 -0.0978
S -2.6686 -0.7623 -0.4303
H -2.6900 1.5762 0.2204
H 1.6769 -0.4673 -2.1870
H 2.3105 0.6663 1.1110
C -1.9102 0.8170 0.1918
C 1.2958 0.5075 -1.8905
```

Largest force on an atom (hartree/bohr): 0.022
Relative energy (zero: lowest compared OMol25 entry of this formula, charge and spin) (kcal/mol): 8.3
Kohn-Sham gap (eV): 9.41
Highest occupied orbital energy (eV): -8.7
SMILES: CC1=C[C@@H](S)C=C[C@@]1(C)S

No. 3
Formula: C2H6N2O2
Source: OMol25
Level of theory: ωB97M-V with the def2-TZVPD basis set

```
12
C2H6N2O2 (ωB97M-V with the def2-TZVPD basis set)
H 2.2942 -1.5345 -1.0091
O 1.3445 0.2511 -1.0109
H -2.3427 -0.5252 0.1523
C 2.2687 -0.4736 -1.3036
O -3.4135 -0.3851 1.8874
N 3.3671 -0.0791 -1.9961
H -0.6422 0.7406 0.9213
C -2.4853 -0.1160 1.1658
H -1.4942 1.2064 2.3659
N -1.4905 0.7614 1.4637
H 3.3232 0.7586 -2.5522
H 4.0518 -0.7728 -2.2403
```

Largest force on an atom (hartree/bohr): 0.011
Relative energy (zero: lowest compared OMol25 entry of this formula, charge and spin) (kcal/mol): 7.0
Kohn-Sham gap (eV): 10.41
Highest occupied orbital energy (eV): -9.7
SMILES: NC=O.NC=O

No. 4
Formula: C5H11NO
Source: OMol25
Level of theory: ωB97M-V with the def2-TZVPD basis set

```
18
C5H11NO (ωB97M-V with the def2-TZVPD basis set)
H 1.7880 -0.8376 -1.6569
C -0.0617 0.0535 1.6991
C -0.6172 0.4773 0.3416
C -0.4089 1.9592 0.1663
C 1.2956 -0.0184 -1.1108
H -0.6034 0.6278 2.4586
H 0.9904 0.2389 1.8592
C -0.5409 -1.6557 -0.8388
H -0.5958 -2.1703 0.1242
H -1.5405 -1.6857 -1.2915
H -0.3198 -0.9767 1.9724
H -1.7322 0.3462 0.3110
H 1.3554 0.8397 -1.7775
H -0.7275 2.3642 -0.8174
H 0.1247 -2.2126 -1.5034
O -0.1946 2.8086 1.0952
N -0.1131 -0.2598 -0.8207
H 1.9015 0.1013 -0.2104
```

2S+1: 2
Largest force on an atom (hartree/bohr): 0.030
Net charge: -1
Relative energy (zero: lowest compared OMol25 entry of this formula, charge and spin) (kcal/mol): 29.5
Kohn-Sham gap (alpha / beta) (eV): 3.46 / 6.97
⟨S²⟩: 0.75
Highest occupied orbital energy (alpha / beta) (eV): 0.6 / -3.0

No. 5
Formula: C3H3BN2O
Source: OMol25
Level of theory: ωB97M-V with the def2-TZVPD basis set

```
10
C3H3BN2O (ωB97M-V with the def2-TZVPD basis set)
O -0.4155 0.8665 0.2681
N 3.1737 1.2679 0.0037
C 2.0797 0.9965 0.1681
C -1.5674 0.1685 0.0571
H -2.4308 0.7688 0.4486
C 0.9427 -1.2153 -0.2013
H -1.6739 -0.0223 -1.0806
B 0.7920 0.3426 0.1043
H -1.6738 -0.8253 0.4736
N 0.7733 -2.3480 -0.2416
```

Largest force on an atom (hartree/bohr): 0.082
Relative energy (zero: lowest compared OMol25 entry of this formula, charge and spin) (kcal/mol): 2.6
Kohn-Sham gap (eV): 11.32
Highest occupied orbital energy (eV): -12.4
SMILES: COB(C#N)C#N

No. 6
Formula: HNO3S
Source: OMol25
Level of theory: ωB97M-V with the def2-TZVPD basis set

```
6
HNO3S (ωB97M-V with the def2-TZVPD basis set)
N -0.9651 -0.5872 0.3353
H -1.7066 0.0964 0.1916
O -0.3116 -0.7495 -0.9855
S 0.4790 0.1585 0.0404
O 2.0952 -0.4762 0.6297
O 0.4091 1.5580 -0.2115
```

Largest force on an atom (hartree/bohr): 0.144
Relative energy (zero: lowest compared OMol25 entry of this formula, charge and spin) (kcal/mol): 71.1
Kohn-Sham gap (eV): 10.36
Highest occupied orbital energy (eV): -11.5
SMILES: O=S1(=O)NO1

no.,energy (a.u.)
1,-581.4022
2,-1108.3674
3,-339.8216
4,-327.0280
5,-325.7327
6,-679.0386